The following is a quantum chemistry calculation of a molecular structure, C50H85BrF3IN19 at a distorted geometry, from the OMol25 dataset.

The geometry in XYZ format:
```
159
Properties=species:S:1:pos:R:3:mulliken_charge:R:1
C -1.691 4.253 1.612 0.21
C -1.674 5.675 0.994 -0.70
C -2.710 6.628 1.622 -1.28
C -4.149 6.050 1.586 0.34
C -4.593 5.672 0.171 -0.55
C -5.859 4.797 0.109 -0.93
C -5.823 3.634 1.134 0.14
C -6.803 2.463 0.800 -1.22
C -5.918 1.208 0.538 -0.96
C -5.165 1.391 -0.789 -0.56
C -3.714 0.865 -0.742 0.17
C -2.804 1.740 -1.634 -1.11
N -1.444 1.138 -1.647 1.27
C -1.168 0.119 -2.391 -0.95
N -2.197 -0.346 -3.229 0.19
C -2.272 0.325 -4.566 -0.66
N -3.680 0.392 -5.024 -0.66
N 0.109 -0.478 -2.340 0.37
I 1.183 -0.096 -4.067 0.18
C -0.004 -1.951 -2.130 -0.78
C 0.769 -2.418 -0.890 -0.14
C 0.568 -3.921 -0.653 0.71
F 1.430 -4.671 -1.345 -0.28
F 0.754 -4.149 0.670 -0.27
F -0.681 -4.332 -0.934 -0.31
C -0.499 1.809 -0.749 1.23
Br -0.003 0.660 0.767 0.09
C 0.712 2.449 -1.500 -0.15
C 2.100 1.994 -1.020 -1.84
H -0.682 3.934 1.877 0.43
H -2.296 4.207 2.518 0.17
H -2.167 3.573 0.898 -0.53
H -0.688 6.115 1.170 0.38
H -1.784 5.632 -0.092 0.39
H -2.708 7.607 1.140 0.40
H -2.447 6.722 2.681 0.40
H -4.856 6.797 1.959 0.51
H -4.168 5.209 2.278 -0.57
H -4.826 6.608 -0.348 0.44
H -3.808 5.175 -0.407 -0.01
H -5.927 4.417 -0.917 0.30
H -6.778 5.368 0.252 0.55
H -4.804 3.230 1.070 -0.24
H -5.953 3.990 2.153 0.69
H -7.491 2.292 1.625 0.34
H -7.345 2.673 -0.124 0.42
H -5.214 1.174 1.372 0.16
H -6.553 0.320 0.525 0.64
H -5.116 2.438 -1.096 0.08
H -5.726 0.872 -1.572 0.55
H -3.338 0.881 0.284 0.15
H -3.691 -0.165 -1.101 0.49
H -3.205 1.860 -2.633 0.20
H -2.774 2.721 -1.164 0.05
H -2.103 -1.339 -3.407 0.43
H -1.911 1.353 -4.516 0.47
H -1.732 -0.250 -5.316 0.35
H -4.228 -0.165 -4.375 0.30
H -4.029 1.337 -4.908 0.33
H -1.032 -2.299 -2.023 0.50
H 0.442 -2.473 -2.978 0.34
H 1.840 -2.239 -0.992 0.32
H 0.443 -1.928 0.026 -0.16
H -1.012 2.628 -0.265 -2.05
H 0.601 2.350 -2.578 0.02
H 0.680 3.519 -1.288 1.20
H 2.278 2.359 -0.010 0.22
H 2.250 0.919 -1.109 0.25
H 2.869 2.471 -1.635 0.48
C 2.225 4.489 -4.780 -0.57
C 0.950 4.703 -4.115 0.59
N -0.043 4.879 -3.566 -0.51
H 2.954 4.055 -4.096 0.20
H 2.121 3.813 -5.627 0.31
H 2.636 5.426 -5.154 -0.01
C 3.777 -5.751 0.264 -0.46
C 5.213 -5.936 0.399 0.14
N 6.348 -6.081 0.486 -0.42
H 3.373 -5.177 1.097 0.24
H 3.541 -5.221 -0.653 0.25
H 3.259 -6.709 0.238 0.28
C -11.122 3.899 0.142 -0.94
C -9.874 4.429 0.671 0.41
N -8.891 4.848 1.089 -0.38
H -11.850 4.694 -0.008 0.32
H -10.962 3.407 -0.817 0.27
H -11.556 3.170 0.824 0.28
C 4.081 4.364 1.209 -1.13
C 2.879 4.353 0.388 0.62
N 1.931 4.344 -0.260 -0.60
H 4.349 5.377 1.507 0.37
H 3.938 3.776 2.110 0.26
H 4.925 3.938 0.672 0.32
C 0.470 -6.942 2.589 -0.13
C 1.541 -7.749 3.150 0.28
N 2.396 -8.374 3.593 -0.44
H 0.837 -5.961 2.292 -0.09
H 0.040 -7.414 1.705 0.32
H -0.343 -6.787 3.311 0.11
C 7.899 -8.510 -1.619 -0.40
C 8.629 -8.378 -2.871 0.25
N 9.199 -8.273 -3.862 -0.36
H 7.178 -7.704 -1.497 0.09
H 7.355 -9.453 -1.577 0.28
H 8.570 -8.483 -0.763 0.11
C 2.634 0.244 3.329 -0.64
C 3.579 0.861 2.413 0.44
N 4.288 1.338 1.645 -0.50
H 1.905 0.965 3.689 0.29
H 2.085 -0.557 2.838 0.00
H 3.128 -0.185 4.199 0.44
C -4.618 4.551 5.716 -1.08
C -4.144 3.626 4.699 0.49
N -3.769 2.902 3.891 -0.30
H -3.871 4.688 6.497 0.36
H -4.835 5.527 5.284 0.28
H -5.529 4.182 6.184 0.33
C -2.063 -1.534 3.489 -0.47
C -0.964 -0.813 4.111 0.39
N -0.099 -0.175 4.510 -0.42
H -2.871 -0.853 3.221 0.11
H -1.736 -2.042 2.582 0.05
H -2.468 -2.287 4.164 0.37
C 8.333 -8.921 3.018 -0.63
C 8.707 -9.891 2.001 0.37
N 9.002 -10.653 1.195 -0.42
H 9.133 -8.786 3.745 0.27
H 8.118 -7.950 2.572 0.22
H 7.445 -9.247 3.558 0.19
C 4.310 -11.355 2.873 -0.61
C 5.536 -11.607 3.615 0.36
N 6.504 -11.806 4.199 -0.40
H 4.527 -11.015 1.861 0.24
H 3.703 -12.256 2.799 0.31
H 3.707 -10.587 3.359 0.13
C 6.521 -2.829 4.231 -0.70
C 5.183 -2.577 4.744 0.42
N 4.134 -2.376 5.166 -0.43
H 7.001 -1.901 3.923 0.27
H 7.147 -3.294 4.990 0.28
H 6.493 -3.493 3.369 0.19
C 1.904 8.733 -5.158 -0.88
C 2.585 7.794 -6.035 0.51
N 3.123 7.051 -6.726 -0.50
H 2.563 9.066 -4.358 0.28
H 1.576 9.613 -5.710 0.31
H 1.026 8.276 -4.703 0.29
C 4.738 6.829 -9.644 -0.50
C 5.441 5.663 -10.156 0.29
N 5.996 4.740 -10.553 -0.36
H 5.351 7.727 -9.724 0.27
H 3.818 7.011 -10.198 0.25
H 4.472 6.702 -8.597 0.09
C -3.516 -8.765 3.261 -0.85
C -2.810 -7.563 3.674 0.44
N -2.248 -6.616 3.999 -0.50
H -2.921 -9.655 3.462 0.28
H -4.459 -8.866 3.796 0.32
H -3.737 -8.742 2.195 0.27
```

## Properties
DFT total energy: -6167.435853 Eh
spin multiplicity: 1
gap between HOMO and LUMO: 7.85 eV
E_LUMO: -4.33 eV
charge: +1